{
  "formula": "C48H59N7O15",
  "method": "ωB97M-V with the def2-TZVPD basis set",
  "symbols": ["O", "O", "O", "O", "O", "O", "O", "O", "O", "O", "O", "O", "O", "O", "O", "N", "N", "N", "N", "N", "N", "N", "C", "C", "C", "C", "C", "C", "C", "C", "C", "C", "C", "C", "C", "C", "C", "C", "C", "C", "C", "C", "C", "C", "C", "C", "C", "C", "C", "C", "C", "C", "C", "C", "C", "C", "C", "C", "C", "C", "C", "C", "C", "C", "C", "C", "C", "C", "C", "C", "H", "H", "H", "H", "H", "H", "H", "H", "H", "H", "H", "H", "H", "H", "H", "H", "H", "H", "H", "H", "H", "H", "H", "H", "H", "H", "H", "H", "H", "H", "H", "H", "H", "H", "H", "H", "H", "H", "H", "H", "H", "H", "H", "H", "H", "H", "H", "H", "H", "H", "H", "H", "H", "H", "H", "H", "H", "H", "H"],
  "xyz": [[8.1650, 3.7314, 23.9018], [0.4744, 8.7552, 13.7077], [-0.7787, 7.0032, 12.7746], [4.8062, 18.0709, 11.8844], [4.2729, 16.3019, 10.8591], [6.4759, -1.0873, 10.6757], [7.5102, -2.9247, 9.7848], [17.2881, 10.6742, 15.5693], [4.3174, 16.1810, 13.0752], [17.9360, 10.1672, 17.6560], [16.1689, 11.3773, 17.2312], [-0.8517, 9.1122, 12.0098], [8.6784, 5.8452, 23.7972], [9.9477, 4.4305, 25.0656], [6.5131, -1.2769, 8.4812], [1.6689, 9.8475, 24.0192], [11.8569, 16.7576, 10.7465], [5.5032, -1.5109, 16.6851], [5.6212, 7.7835, 8.7024], [15.6478, 4.6591, 16.5683], [8.5412, 7.9949, 13.8842], [9.9661, 14.8380, 19.2452], [16.3651, 4.0544, 17.5996], [13.3328, 17.3120, 8.9320], [16.1765, 11.2214, 14.9380], [7.1975, 4.2304, 23.0522], [-0.4059, 10.4288, 12.2898], [8.7310, 13.8608, 21.0374], [6.0255, 10.4251, 8.3866], [11.8478, 18.0870, 11.1313], [9.0066, 4.6475, 24.2837], [7.7370, 14.8281, 20.8705], [5.8053, 8.9446, 8.5711], [7.0385, 10.7567, 7.3189], [1.1659, 7.5597, 22.6172], [4.6679, -3.9010, 17.3612], [5.6896, -0.0213, 10.1743], [1.5782, 9.9617, 22.6546], [14.5894, 5.3959, 16.8888], [8.5012, 9.3262, 14.2486], [1.5119, 8.7080, 24.6940], [15.6032, 12.0282, 16.0590], [6.0852, 0.0252, 8.7630], [0.3227, 10.1541, 13.6692], [5.1445, -2.5617, 17.0045], [6.6999, 8.8424, 15.8083], [6.9465, -1.8252, 9.6613], [12.6687, 16.3887, 9.6738], [17.2054, 10.6381, 16.8881], [9.1001, 15.8082, 19.1869], [12.5602, 19.0340, 10.4532], [6.3938, -5.2561, 16.0650], [4.3561, 16.7939, 12.0223], [4.7274, 17.1065, 9.8092], [7.8997, 15.8830, 19.9022], [1.3572, 8.8035, 21.9216], [-0.3699, 8.1635, 12.8223], [4.8848, -4.9292, 16.2232], [7.6248, 9.7358, 15.2686], [9.8136, 13.9045, 20.2670], [5.0499, 18.4239, 10.4931], [6.9034, 7.4452, 15.5810], [13.2243, 18.6411, 9.3173], [16.1029, 4.3159, 18.9565], [6.8348, 9.9808, 6.0241], [15.0298, 5.1257, 19.2704], [7.7200, 5.6201, 22.8115], [14.2441, 5.5954, 18.2405], [7.7364, 7.1214, 14.5367], [1.1413, 7.5278, 24.0248], [6.9567, -5.6446, 16.9137], [8.5991, 13.1061, 21.7986], [15.7661, 13.1009, 15.9546], [1.5687, 8.6857, 25.7723], [-1.2966, 11.0047, 12.5409], [16.4230, 11.8516, 14.0835], [7.3067, 16.7810, 19.8107], [16.7952, 3.9823, 19.7154], [-0.3681, 10.4655, 14.4527], [9.2734, 16.5580, 18.4291], [9.0798, 10.0428, 13.6846], [1.2335, 9.0274, 20.8723], [13.4587, 6.2985, 18.4756], [7.1710, 8.9592, 6.2010], [4.1963, -5.7688, 16.3189], [5.6172, 16.6147, 9.4161], [7.6499, 10.3703, 5.4143], [6.5496, -5.9937, 15.2778], [6.0571, 18.7033, 10.1840], [4.5449, -4.4361, 15.3124], [12.7230, 15.3208, 9.5219], [6.8661, 6.2829, 22.9508], [15.4647, 10.5015, 14.5340], [1.6430, 10.9469, 22.2169], [12.5646, 20.0591, 10.7932], [5.0608, 10.9237, 8.2919], [5.9768, 0.9318, 10.6184], [14.5144, 11.9805, 16.0776], [1.0536, 6.6887, 21.9886], [0.1920, 10.9408, 11.5358], [7.5140, 10.7855, 15.4974], [8.0364, 10.4554, 7.6374], [6.8924, -4.3432, 15.7392], [13.9821, 5.8210, 16.1034], [5.1347, -4.3784, 18.2227], [6.7616, 0.8734, 8.6580], [4.3204, 19.2167, 10.3271], [17.2120, 3.4176, 17.3903], [11.3500, 18.4695, 12.0101], [7.0489, 11.8390, 7.1899], [6.9579, 14.7734, 21.6165], [8.0513, 5.8148, 21.7914], [13.6258, 19.4191, 8.6849], [14.7881, 5.3476, 20.2994], [1.3001, 10.6363, 13.6855], [6.2362, 4.1524, 23.5601], [10.5473, 13.1130, 20.3101], [6.3716, 6.6625, 16.1015], [13.8288, 16.9328, 8.0507], [3.5943, -3.8001, 17.5201], [0.9187, 6.5539, 24.4350], [3.9326, 17.2685, 9.0810], [5.1602, 0.2219, 8.2209], [5.8706, 9.9545, 5.5164], [6.4208, 10.8762, 9.2968], [4.6267, -0.1696, 10.3652], [5.9208, 9.0985, 16.5111], [7.1264, 3.6962, 22.1047], [7.8441, 6.0795, 14.2736]],
  "atomic_forces_ev_per_a": [[0.3, -2.6, 0.2], [0.1, -1.3, 0.1], [1.9, 3.1, 0.4], [0.9, 1.1, 0.7], [-1.8, -3.4, -2.9], [0.5, -0.2, 0.8], [-1.6, 4.0, -0.6], [2.2, -1.8, -2.3], [-0.8, 1.4, -1.7], [1.9, -1.7, 1.3], [-2.4, 2.0, 0.3], [-0.4, 0.0, -1.7], [0.6, 0.3, -0.2], [-2.8, 0.8, -2.5], [1.5, -0.5, 0.1], [0.5, 1.0, -0.1], [1.0, 1.2, -0.2], [-0.3, -0.8, 0.3], [0.6, 3.9, -0.5], [1.0, -1.5, 1.1], [-0.5, 1.6, 0.3], [1.1, -1.7, 2.0], [-1.4, 1.8, 0.0], [-0.1, 0.2, -0.4], [-0.8, 0.8, -0.5], [-0.7, 0.0, -0.9], [-0.1, -0.4, 2.4], [-1.9, 0.5, 1.0], [0.0, -0.6, 1.2], [0.5, -2.4, -0.7], [4.1, -0.2, 3.8], [0.2, 1.8, -0.7], [-0.5, -2.6, 0.5], [-0.5, -0.5, -0.6], [0.2, 1.9, -0.5], [-0.5, -0.9, -0.6], [-0.1, 0.8, 1.5], [-0.3, -2.3, 2.6], [0.7, -0.8, 1.7], [-1.3, -2.8, 0.7], [-1.0, -0.3, -1.7], [-1.4, 0.0, 0.5], [-1.9, 1.0, -0.9], [-0.3, 0.9, -1.4], [0.7, 0.5, 0.1], [1.3, -2.1, 0.6], [0.4, -3.8, 0.1], [-2.3, 0.7, 3.2], [-1.3, 1.8, -0.9], [-1.3, 0.3, -0.7], [0.2, 0.1, -0.5], [-0.5, -0.1, -0.7], [2.6, 0.6, 3.7], [-0.2, 0.6, -0.4], [0.8, -2.0, 2.2], [-0.3, 0.2, 1.0], [-1.6, -1.9, 0.1], [0.6, 0.8, -0.3], [-0.9, 0.2, -0.9], [1.5, 0.8, -3.4], [-1.1, -0.4, 0.7], [-0.6, 2.0, -0.5], [0.6, 0.6, -1.1], [0.4, -0.1, -1.3], [1.4, 0.0, -0.1], [-0.3, -0.3, -0.2], [-2.5, 1.5, -1.0], [-0.1, 1.0, -0.5], [1.5, 0.6, 0.0], [0.7, 0.0, -2.1], [-0.5, 0.1, 0.4], [0.1, -0.1, 0.0], [0.9, 0.0, 0.6], [0.2, 0.5, 0.1], [0.1, 0.2, -0.5], [0.6, -0.1, 0.1], [-0.4, -0.3, 0.1], [-0.1, -0.3, 0.0], [0.5, 0.0, 0.3], [0.2, 0.2, -0.2], [0.3, -0.2, 0.1], [0.1, -1.0, -0.4], [-0.4, -0.2, 0.0], [-0.4, -0.2, 0.1], [0.4, -0.2, 0.5], [-0.2, 0.1, -0.4], [-0.4, 0.0, -0.8], [-0.1, 0.0, -0.1], [0.1, 0.4, 1.0], [0.2, -0.1, -0.3], [-0.1, 0.0, -0.2], [0.2, 0.5, 0.1], [0.2, -0.6, 0.4], [0.1, 0.0, 0.1], [0.0, 0.1, -0.1], [-0.1, -0.2, -0.5], [0.0, -0.3, 0.6], [0.0, -0.4, 0.4], [-0.3, -0.3, 0.3], [0.0, -0.6, -0.2], [0.2, 0.1, 0.0], [0.0, 0.2, 0.4], [0.1, 0.0, 0.0], [0.1, 0.1, -0.2], [0.0, 0.8, 0.4], [0.7, -0.7, -0.8], [0.3, 0.0, -0.5], [0.0, 0.1, -0.6], [-0.6, -0.9, 0.2], [-0.1, 0.0, -0.2], [-0.5, 0.4, -0.4], [0.6, -0.3, 0.2], [0.4, 0.0, -0.1], [0.0, 0.1, 0.0], [-0.1, -0.1, 0.5], [-0.1, 0.3, 0.0], [0.3, 0.2, 0.0], [-0.3, 0.1, 0.0], [0.3, 0.5, -0.1], [0.0, 0.0, 0.3], [0.1, 0.2, 0.7], [0.2, -0.5, -0.2], [0.4, 0.1, -0.7], [0.1, 0.4, 0.2], [-0.1, -0.5, 0.5], [0.1, -0.4, 0.0], [0.1, 0.5, 0.1], [0.2, -0.4, 0.2], [0.1, -0.1, -0.3]],
  "smiles": "O=C1OCCO1.O=C1OCCO1.O=C1OCCO1.O=C1OCCO1.O=C1OCCO1.c1ccncc1.c1ccncc1.c1ccncc1.c1ccncc1.c1ccncc1.CCCC#N.CCCC#N",
  "lumo_energy_ev": -0.109,
  "e_tot_ev": -91869.0874,
  "orbital_gap_ev": 9.2322,
  "multiplicity": 1,
  "total_charge": 0
}